(1)
{
  "formula": "C61H52AsClNO6PPtSb",
  "method": "ωB97M-V with the def2-TZVPD basis set",
  "elements": ["Pt", "Cl", "C", "C", "C", "C", "O", "C", "C", "O", "C", "H", "H", "H", "H", "O", "C", "O", "C", "C", "C", "N", "C", "C", "C", "O", "O", "H", "H", "H", "C", "C", "As", "C", "C", "C", "C", "C", "C", "C", "C", "C", "C", "C", "C", "P", "C", "C", "C", "C", "C", "C", "C", "C", "C", "C", "C", "C", "H", "H", "H", "H", "H", "H", "H", "H", "H", "H", "H", "H", "H", "H", "H", "H", "H", "H", "H", "H", "H", "H", "H", "H", "C", "C", "C", "C", "C", "C", "C", "Sb", "C", "C", "C", "C", "C", "C", "C", "C", "C", "C", "C", "C", "C", "C", "H", "H", "H", "H", "H", "H", "H", "H", "H", "H", "H", "H", "H", "H", "H", "H", "H", "H", "H", "H", "H"],
  "coordinates": [[-0.655, 1.213, 0.626], [0.560, 4.272, 7.452], [0.551, 3.458, 5.929], [1.719, 2.818, 5.480], [1.736, 2.186, 4.266], [0.575, 2.091, 3.455], [0.658, 1.430, 2.348], [-0.606, 2.719, 3.943], [-1.834, 2.642, 3.236], [-2.108, 1.912, 2.273], [-0.582, 3.417, 5.168], [2.599, 2.820, 6.108], [2.633, 1.706, 3.897], [-2.631, 3.299, 3.615], [-1.488, 3.888, 5.529], [-3.657, 5.788, -4.038], [-3.286, 4.660, -4.342], [-3.134, 3.954, -5.334], [-2.816, 3.830, -2.986], [-2.323, 4.517, -1.885], [-1.871, 3.782, -0.802], [-1.878, 2.443, -0.816], [-2.361, 1.792, -1.871], [-2.860, 2.446, -2.983], [-2.275, 0.278, -1.846], [-2.876, -0.380, -2.662], [-1.492, -0.195, -0.927], [-2.302, 5.598, -1.863], [-1.501, 4.268, 0.093], [-3.246, 1.861, -3.806], [1.209, 0.981, -2.453], [1.261, 2.287, -3.226], [1.619, 1.898, -5.159], [0.455, 0.325, -5.283], [0.873, -0.977, -5.025], [-0.053, -2.011, -5.009], [-1.392, -1.756, -5.268], [-1.811, -0.462, -5.539], [-0.890, 0.574, -5.550], [3.372, 1.039, -5.012], [4.265, 1.288, -3.974], [5.526, 0.707, -3.973], [5.916, -0.115, -5.019], [5.038, -0.359, -6.067], [3.780, 0.223, -6.067], [1.325, 0.948, -0.607], [2.318, 2.330, -0.020], [1.786, 3.591, -0.320], [2.366, 4.738, 0.190], [3.459, 4.637, 1.042], [3.950, 3.386, 1.390], [3.384, 2.234, 0.870], [2.142, -0.662, -0.483], [3.524, -0.829, -0.440], [4.054, -2.108, -0.393], [3.220, -3.217, -0.408], [1.849, -3.051, -0.528], [1.308, -1.779, -0.563], [2.032, 0.334, -2.765], [0.286, 0.440, -2.685], [2.064, 2.935, -2.874], [0.324, 2.845, -3.168], [1.917, -1.190, -4.826], [0.278, -3.019, -4.789], [-2.108, -2.567, -5.265], [-2.853, -0.259, -5.743], [-1.215, 1.587, -5.769], [3.987, 1.946, -3.157], [6.211, 0.907, -3.159], [6.904, -0.555, -5.026], [5.338, -0.993, -6.890], [3.102, 0.044, -6.894], [0.906, 3.670, -0.949], [1.960, 5.706, -0.072], [3.920, 5.532, 1.437], [4.777, 3.307, 2.083], [3.759, 1.268, 1.178], [4.188, 0.024, -0.464], [5.126, -2.241, -0.347], [3.644, -4.210, -0.353], [1.202, -3.917, -0.582], [0.240, -1.634, -0.689], [-1.049, -0.354, 5.044], [-2.145, -1.371, 4.914], [-2.735, -1.931, 6.042], [-3.770, -2.847, 5.928], [-4.257, -3.196, 4.678], [-3.679, -2.653, 3.541], [-2.616, -1.767, 3.664], [-1.551, -1.237, 1.870], [0.190, -2.423, 2.377], [1.367, -1.695, 2.541], [2.533, -2.327, 2.932], [2.524, -3.694, 3.165], [1.346, -4.407, 3.032], [0.152, -3.790, 2.654], [-1.101, -4.621, 2.627], [-2.806, -2.161, 0.401], [-2.333, -3.238, -0.336], [-3.176, -3.876, -1.230], [-4.472, -3.414, -1.402], [-4.915, -2.304, -0.698], [-4.084, -1.641, 0.199], [-4.569, -0.407, 0.911], [-0.906, -0.055, 6.081], [-1.303, 0.533, 4.466], [-0.101, -0.748, 4.668], [-2.376, -1.641, 7.022], [-4.202, -3.285, 6.818], [-5.076, -3.895, 4.580], [-4.052, -2.936, 2.565], [1.371, -0.625, 2.374], [3.446, -1.760, 3.055], [3.433, -4.199, 3.462], [1.335, -5.471, 3.237], [-0.872, -5.652, 2.361], [-1.839, -4.233, 1.930], [-1.549, -4.625, 3.623], [-1.309, -3.575, -0.220], [-2.816, -4.722, -1.799], [-5.131, -3.904, -2.106], [-5.916, -1.924, -0.857], [-5.476, -0.028, 0.447], [-3.816, 0.387, 0.879], [-4.793, -0.619, 1.960]],
  "relative_energy_ev": 0.0000,
  "total_charge": 1,
  "orbital_gap_ev": [3.21, 3.22],
  "e_homo_ev": [-9.38, -9.38],
  "energy_ha": -6258.45280,
  "molar_mass_g_mol": 1353.275
}

***

(2)
{
  "formula": "C61H75F7O7S",
  "method": "ωB97M-V with the def2-TZVPD basis set",
  "elements": ["C", "C", "C", "O", "C", "H", "H", "H", "H", "H", "H", "H", "H", "C", "C", "C", "O", "C", "H", "H", "H", "H", "H", "H", "H", "H", "C", "C", "C", "O", "C", "H", "H", "H", "H", "H", "H", "H", "H", "C", "C", "C", "O", "C", "H", "H", "H", "H", "H", "H", "H", "H", "O", "S", "O", "O", "C", "C", "C", "H", "H", "H", "H", "H", "H", "H", "H", "F", "C", "C", "C", "C", "C", "C", "H", "H", "H", "H", "H", "F", "C", "C", "C", "C", "C", "C", "H", "H", "H", "H", "H", "F", "C", "C", "C", "C", "C", "C", "H", "H", "H", "H", "H", "F", "C", "C", "C", "C", "C", "C", "H", "H", "H", "H", "H", "F", "C", "C", "C", "C", "C", "C", "H", "H", "H", "H", "H", "F", "C", "C", "C", "C", "C", "C", "H", "H", "H", "H", "H", "F", "C", "C", "C", "C", "C", "C", "H", "H", "H", "H", "H"],
  "coordinates": [[0.860, 2.320, -4.182], [-0.476, 2.926, -3.952], [-0.175, 3.922, -2.850], [1.097, 3.554, -2.331], [1.936, 3.145, -3.399], [1.109, 2.367, -5.242], [0.708, 1.300, -3.830], [-1.236, 2.165, -3.774], [-0.896, 3.419, -4.829], [-0.950, 3.871, -2.085], [-0.153, 4.976, -3.125], [2.764, 2.531, -3.046], [2.389, 4.008, -3.888], [-0.223, 0.403, -0.344], [-0.229, -1.024, 0.209], [1.114, -1.573, -0.230], [1.953, -0.437, -0.225], [1.267, 0.760, -0.522], [-0.700, 1.072, 0.372], [-0.749, 0.302, -1.293], [-1.098, -1.562, -0.170], [-0.271, -1.035, 1.298], [1.108, -1.963, -1.248], [1.395, -2.333, 0.499], [1.523, 1.092, -1.528], [1.464, 1.564, 0.187], [5.014, 1.361, 1.026], [4.538, 2.521, 0.152], [4.015, 3.528, 1.140], [3.475, 2.667, 2.075], [4.259, 1.528, 2.359], [6.095, 1.460, 1.116], [4.894, 0.374, 0.579], [3.723, 2.150, -0.470], [5.341, 2.981, -0.424], [3.358, 4.297, 0.733], [4.880, 3.950, 1.652], [3.573, 0.706, 2.567], [4.880, 1.733, 3.231], [-2.100, -6.056, 0.762], [-0.863, -5.412, 0.161], [0.230, -5.767, 1.080], [-0.454, -6.365, 2.209], [-1.843, -6.017, 2.253], [-2.039, -7.071, 0.368], [-3.078, -5.715, 0.422], [-0.872, -4.331, 0.023], [-0.694, -5.887, -0.806], [0.819, -4.941, 1.479], [0.988, -6.458, 0.713], [-1.894, -5.018, 2.687], [-2.316, -6.732, 2.926], [0.950, 6.062, 2.909], [0.355, 5.966, 1.580], [-0.945, 6.533, 1.308], [1.570, 6.568, 0.561], [1.236, 7.239, -0.658], [1.747, 8.722, -0.566], [0.325, 4.131, 1.209], [0.184, 7.221, -0.943], [1.667, 6.749, -1.531], [2.686, 8.750, -0.013], [1.039, 9.285, 0.042], [1.966, 9.067, -1.577], [-0.602, 3.704, 1.592], [1.161, 3.627, 1.693], [0.434, 4.094, 0.126], [-3.048, -2.324, -1.635], [-3.648, -3.031, -2.606], [-3.529, -4.400, -2.588], [-4.096, -5.149, -3.573], [-4.822, -4.518, -4.571], [-4.998, -3.159, -4.619], [-4.361, -2.403, -3.632], [-2.960, -4.811, -1.767], [-4.133, -6.228, -3.600], [-5.251, -5.179, -5.309], [-5.631, -2.751, -5.393], [-4.322, -1.325, -3.672], [-1.446, 3.601, 4.119], [-0.424, 2.742, 4.296], [-0.501, 1.466, 3.745], [0.565, 0.588, 3.785], [1.706, 0.995, 4.568], [1.771, 2.195, 5.249], [0.687, 3.077, 5.027], [-1.450, 1.219, 3.293], [0.492, -0.361, 3.274], [2.608, 0.414, 4.686], [2.662, 2.459, 5.800], [0.713, 4.016, 5.560], [-0.489, -3.166, -2.577], [-0.803, -2.721, -3.835], [-0.883, -3.655, -4.901], [-1.194, -3.108, -6.186], [-1.200, -1.728, -6.422], [-1.008, -0.813, -5.408], [-0.843, -1.360, -4.061], [-0.895, -4.717, -4.703], [-1.348, -3.746, -7.044], [-1.306, -1.398, -7.445], [-1.009, 0.250, -5.595], [-0.773, -0.724, -3.191], [-3.261, 3.146, -2.106], [-3.418, 2.973, -0.775], [-3.606, 1.669, -0.299], [-3.709, 1.452, 1.057], [-3.795, 2.533, 1.907], [-3.697, 3.843, 1.449], [-3.479, 4.079, 0.092], [-3.548, 0.844, -0.993], [-3.700, 0.425, 1.389], [-3.790, 2.261, 2.952], [-3.607, 4.711, 2.086], [-3.423, 5.117, -0.200], [-2.799, -0.746, 4.220], [-3.698, -1.567, 3.652], [-5.017, -1.404, 3.944], [-5.971, -2.130, 3.275], [-5.554, -3.159, 2.478], [-4.213, -3.373, 2.213], [-3.243, -2.529, 2.772], [-5.391, -0.676, 4.649], [-7.010, -2.059, 3.560], [-6.300, -3.794, 2.023], [-4.092, -4.232, 1.569], [-2.177, -2.569, 2.604], [0.286, -3.157, 3.159], [1.359, -3.195, 4.017], [1.173, -3.677, 5.297], [2.192, -3.673, 6.218], [3.435, -3.166, 5.836], [3.639, -2.778, 4.556], [2.615, -2.716, 3.625], [0.225, -4.099, 5.598], [1.997, -4.036, 7.216], [4.300, -3.239, 6.478], [4.624, -2.464, 4.243], [2.745, -2.343, 2.619], [5.347, 1.626, -4.882], [4.939, 0.731, -3.983], [3.648, 0.271, -4.072], [3.205, -0.838, -3.305], [4.070, -1.358, -2.345], [5.338, -0.792, -2.101], [5.757, 0.234, -2.935], [2.990, 0.627, -4.851], [2.194, -1.214, -3.355], [3.677, -2.189, -1.778], [5.933, -1.219, -1.308], [6.746, 0.627, -2.752]],
  "total_charge": 1,
  "orbital_gap_ev": [7.14, 2.40],
  "e_homo_ev": [-10.61, -10.61],
  "energy_ha": -3992.81032,
  "multiplicity": 2,
  "molar_mass_g_mol": 1085.317
}